Entry 1:
The following is a DFT calculation (ωB97M-V with the def2-TZVPD basis set) of a 2-piece molecular cluster, C2H7NS overall at a distorted geometry.

The geometry in XYZ format:
```
11
C2H7NS, DFT ωB97M-V with the def2-TZVPD basis set
C -2.02 1.37 0.96
C -1.18 1.10 -0.05
N -0.88 -0.20 -0.55
H -2.01 2.41 1.35
H -2.67 0.58 1.52
H -0.60 1.85 -0.58
H -1.55 -0.92 -0.22
H -0.80 -0.30 -1.58
S 1.89 -1.02 -0.16
H 2.25 -0.15 0.79
H 0.49 -0.59 -0.30
```

Values from the calculation:
- Energy relative to the best compared isomer or geometry (same formula, charge and spin): 28.2 kcal/mol
- Energy: -533.2855 Ha
- Structure (SMILES): C=CN.S

***

Entry 2:
The following is a DFT calculation (ωB97M-V with the def2-TZVPD basis set) of the molecule C2H7NS at a distorted geometry.

The geometry in XYZ format:
```
11
C2H7NS, DFT ωB97M-V with the def2-TZVPD basis set
C 0.81 1.19 1.30
S 0.91 0.67 -0.39
C -0.02 -0.96 -0.61
N -1.17 -0.40 -1.38
H 0.71 2.27 1.44
H 0.12 0.56 1.87
H 1.72 0.97 1.91
H 0.57 -1.68 -1.15
H -0.46 -1.31 0.33
H -2.05 -0.67 -0.96
H -1.14 -0.65 -2.36
```

Values from the calculation:
- Energy relative to the best compared isomer or geometry (same formula, charge and spin): 22.5 kcal/mol
- Energy: -533.2946 Ha
- Structure (SMILES): CSCN

***

Entry 3:
The following is a DFT calculation (ωB97M-V with the def2-TZVPD basis set) of a 2-piece molecular cluster, C2H7NS2 overall at a distorted geometry.

The geometry in XYZ format:
```
12
C2H7NS2, DFT ωB97M-V with the def2-TZVPD basis set
C 0.50 -0.16 1.15
C -0.43 -0.19 0.10
N -0.07 0.57 -0.98
S -2.14 -0.08 0.61
S 1.47 0.20 -1.66
H 0.24 -0.85 2.09
H 0.53 0.85 1.61
H 1.49 -0.50 0.93
H -0.42 -1.84 -0.25
H -0.77 0.55 -1.71
H -2.36 0.11 -0.65
H 1.97 1.33 -1.26
```

Values from the calculation:
- Energy relative to the best compared isomer or geometry (same formula, charge and spin): 77.0 kcal/mol
- Energy: -931.4009 Ha

***

Entry 4:
The following is a DFT calculation (ωB97M-V with the def2-TZVPD basis set) of the molecule C2H7NS2 at a distorted geometry.

The geometry in XYZ format:
```
12
C2H7NS2, DFT ωB97M-V with the def2-TZVPD basis set
N 1.13 -2.30 -1.29
C 0.86 -1.08 -0.56
C -0.68 -0.92 -0.32
S -0.99 0.34 0.95
S 0.11 1.97 0.38
H 1.69 -3.01 -0.84
H 0.37 -2.58 -1.87
H 1.30 -1.01 0.43
H 1.17 -0.20 -1.12
H -1.20 -0.76 -1.27
H -0.99 -1.88 0.08
H -0.82 2.58 -0.37
```

Values from the calculation:
- Energy relative to the best compared isomer or geometry (same formula, charge and spin): 5.8 kcal/mol
- Energy: -931.5144 Ha
- Structure (SMILES): NCCSS

***

Entry 5:
The following is a DFT calculation (ωB97M-V with the def2-TZVPD basis set) of a 2-piece molecular cluster, C2H7NS2 overall at a distorted geometry.

The geometry in XYZ format:
```
12
C2H7NS2, DFT ωB97M-V with the def2-TZVPD basis set
C -1.72 -1.51 1.51
N -0.65 -1.68 2.17
H -2.27 -2.43 1.30
H -2.14 -0.55 1.15
H -0.11 -0.81 2.22
C 0.75 0.03 -1.30
S 0.13 1.66 -1.15
S 1.85 2.77 -0.53
H 1.03 -0.33 -0.30
H 1.60 -0.27 -1.94
H -0.01 -0.61 -1.73
H 1.53 3.75 -1.39
```

Values from the calculation:
- Energy relative to the best compared isomer or geometry (same formula, charge and spin): 27.4 kcal/mol
- Total charge: +1
- Energy: -931.1523 Ha
- Multiplicity: 2
- <S²>: 0.75

***

Entry 6:
The following is a DFT calculation (ωB97M-V with the def2-TZVPD basis set) of a 2-piece molecular cluster, C2H7O overall at a distorted geometry.

The geometry in XYZ format:
```
10
C2H7O, DFT ωB97M-V with the def2-TZVPD basis set
O -0.37 1.63 1.86
H -1.06 1.96 2.47
C 0.85 -1.14 -1.32
C -0.40 -0.55 -0.60
H 1.75 -0.76 -0.87
H 0.80 -0.82 -2.38
H 0.82 -2.23 -1.38
H -0.10 0.01 0.28
H -1.01 0.11 -1.21
H -1.01 -1.39 -0.25
```

Values from the calculation:
- Energy relative to the best compared isomer or geometry (same formula, charge and spin): 4.5 kcal/mol
- Total charge: -1
- Energy: -155.6005 Ha

***

Entry 7:
The following is a DFT calculation (ωB97M-V with the def2-TZVPD basis set) of a 2-piece molecular cluster, C2H7O overall at a distorted geometry.

The geometry in XYZ format:
```
10
C2H7O, DFT ωB97M-V with the def2-TZVPD basis set
O -2.57 -0.43 -0.63
H -3.49 -0.68 -0.68
C 0.18 0.67 0.31
C 1.29 -0.40 0.01
H 0.65 1.65 0.18
H -0.62 0.52 -0.41
H -0.14 0.57 1.34
H 1.68 -0.78 0.95
H 2.12 0.09 -0.49
H 0.88 -1.21 -0.59
```

Values from the calculation:
- Energy relative to the best compared isomer or geometry (same formula, charge and spin): 4.4 kcal/mol
- Total charge: -1
- Energy: -155.6005 Ha

***

Entry 8:
The following is a DFT calculation (ωB97M-V with the def2-TZVPD basis set) of a 2-piece molecular cluster, C2H7O overall at a distorted geometry.

The geometry in XYZ format:
```
10
C2H7O, DFT ωB97M-V with the def2-TZVPD basis set
O 1.85 -0.15 -1.71
H 1.67 0.66 -2.27
C -0.90 -0.72 0.66
C 0.05 0.53 0.35
H -1.77 -0.40 1.32
H -0.35 -1.51 1.20
H -1.25 -1.10 -0.35
H 0.90 0.78 1.07
H 0.47 0.46 -0.63
H -0.67 1.45 0.36
```

Values from the calculation:
- Energy relative to the best compared isomer or geometry (same formula, charge and spin): 19.6 kcal/mol
- Total charge: -2
- Energy: -155.4088 Ha
- Multiplicity: 2
- <S²>: 0.75